{
  "formula": "C5H7ClN2O",
  "method": "ωB97M-V/def2-TZVPD",
  "de_lowest_kj_mol": 24.69,
  "smiles": "C[C@@]1(Cl)N=CCC(=O)N1",
  "total_charge": 0,
  "e_tot_ev": -22848.0464,
  "lumo_energy_ev": 0.701,
  "symbols": ["C", "C", "Cl", "N", "C", "C", "C", "O", "N", "H", "H", "H", "H", "H", "H", "H"],
  "coordinates": [[-1.362, -1.205, -1.259], [-0.974, -0.246, -0.183], [-2.402, 0.700, 0.347], [-0.468, -0.900, 1.052], [0.644, -0.496, 1.441], [1.448, 0.693, 1.155], [1.106, 1.337, -0.199], [1.876, 2.077, -0.772], [0.057, 0.688, -0.756], [-1.730, -0.448, -2.021], [-2.221, -1.918, -1.048], [-0.495, -1.859, -1.595], [0.946, -1.103, 2.318], [1.284, 1.204, 2.165], [2.447, 0.342, 1.022], [-0.155, 1.135, -1.667]],
  "forces_ev_per_angstrom": [[-0.8, -0.6, -1.4], [1.9, 0.6, 1.7], [-0.3, 0.2, -0.1], [-1.4, 0.0, -2.8], [0.1, -1.6, 2.4], [-0.8, 0.5, 0.5], [0.9, -1.3, 1.8], [-0.8, 0.2, 0.0], [-1.4, 0.6, -1.8], [0.5, -1.5, 0.1], [1.0, 1.2, 0.2], [-0.9, 1.2, 0.3], [0.5, 0.5, -0.3], [0.7, 0.3, -1.7], [1.1, 0.2, 0.4], [-0.2, -0.8, 0.6]],
  "nbo_charge": [-0.641, 0.271, -0.050, -0.422, 0.152, -0.591, 0.692, -0.587, -0.658, 0.221, 0.250, 0.240, 0.186, 0.270, 0.257, 0.412]
}

{
  "formula": "C5H7ClN2O",
  "method": "ωB97M-V/def2-TZVPD",
  "de_lowest_kj_mol": 257.96,
  "total_charge": 0,
  "e_tot_ev": -22845.6288,
  "lumo_energy_ev": [0.129, 0.129],
  "symbols": ["C", "C", "C", "C", "C", "N", "N", "O", "Cl", "H", "H", "H", "H", "H", "H", "H"],
  "coordinates": [[1.567, -0.562, 0.966], [0.239, -1.340, -0.899], [1.002, -1.841, 0.228], [-0.981, 0.191, 0.332], [-1.144, 2.316, -0.644], [0.966, 0.478, 1.173], [-0.605, -0.365, -0.813], [-1.545, 1.387, 0.359], [-1.638, -0.764, 1.643], [2.588, -0.724, 1.297], [0.505, -1.617, -1.909], [1.802, -2.514, -0.075], [0.395, -2.307, 1.004], [-0.773, 3.213, -0.147], [-2.017, 2.559, -1.249], [-0.361, 1.889, -1.266]],
  "forces_ev_per_angstrom": [[0.6, -0.6, -0.1], [-0.4, 0.4, 0.1], [-0.1, 0.0, -0.1], [2.0, 0.5, 1.9], [0.2, 0.3, -0.2], [-2.1, 0.7, -0.5], [0.0, -0.6, -1.1], [-0.2, -0.2, 0.1], [-0.2, -0.1, -0.1], [0.3, 0.0, 0.2], [0.1, -0.2, -0.1], [0.0, 0.0, 0.0], [0.0, -0.1, 0.0], [-0.1, -0.1, 0.0], [0.0, 0.0, 0.0], [-0.1, 0.1, 0.0]],
  "nbo_charge": [0.032, 0.178, -0.575, 0.576, -0.259, -0.416, -0.523, -0.496, 0.005, 0.185, 0.191, 0.232, 0.270, 0.199, 0.192, 0.207]
}

{
  "formula": "C5H7ClN4",
  "method": "ωB97M-V/def2-TZVPD",
  "de_lowest_kj_mol": 87.51,
  "smiles": "C[C@@]1(Cl)Cc2cnnn2N1",
  "total_charge": 0,
  "e_tot_ev": -23778.2059,
  "lumo_energy_ev": 0.630,
  "symbols": ["C", "C", "Cl", "C", "C", "C", "N", "N", "N", "N", "H", "H", "H", "H", "H", "H", "H"],
  "coordinates": [[1.471, -1.975, -0.074], [0.793, -0.603, -0.399], [1.868, 0.226, -1.560], [-0.856, -0.389, -0.919], [-1.136, 0.895, -0.125], [-2.047, 1.922, 0.113], [-1.571, 2.647, 1.147], [-0.401, 2.166, 1.474], [-0.145, 1.172, 0.734], [0.714, 0.108, 0.864], [2.483, -1.687, -0.034], [1.382, -2.832, -0.755], [1.272, -2.385, 0.925], [-1.527, -1.210, -0.557], [-0.933, -0.232, -1.945], [-3.102, 1.949, -0.185], [1.736, 0.228, 1.297]],
  "forces_ev_per_angstrom": [[-1.0, -0.1, 0.2], [-2.9, -0.6, 0.5], [0.0, 0.4, -0.6], [1.7, 0.0, 3.5], [-0.5, -0.2, -1.3], [-0.6, -1.7, 0.1], [0.1, 0.3, -0.4], [0.7, 2.1, 2.7], [-0.7, -1.6, -2.1], [4.1, -1.1, 1.5], [1.5, -0.1, -0.1], [-0.3, 0.8, -0.3], [-0.6, 0.5, -0.2], [0.8, 0.5, -0.4], [0.1, 0.0, -1.8], [0.8, 0.4, -0.2], [-3.2, 0.6, -1.2]],
  "nbo_charge": [-0.644, 0.152, -0.071, -0.402, 0.063, -0.111, -0.247, -0.079, 0.009, -0.463, 0.222, 0.241, 0.233, 0.234, 0.234, 0.221, 0.410]
}

{
  "formula": "C5H7ClO",
  "method": "ωB97M-V/def2-TZVPD",
  "de_lowest_kj_mol": 34.35,
  "smiles": "C=C1OCC[C@@H]1Cl",
  "total_charge": 0,
  "e_tot_ev": -19867.5964,
  "lumo_energy_ev": 0.917,
  "symbols": ["C", "C", "O", "C", "C", "C", "Cl", "H", "H", "H", "H", "H", "H", "H"],
  "coordinates": [[-1.413, -1.847, 0.112], [-0.944, -0.606, 0.101], [-1.558, 0.475, -0.463], [-0.651, 1.599, -0.442], [0.252, 1.344, 0.775], [0.359, -0.172, 0.733], [1.750, -0.463, -0.380], [-0.791, -2.623, 0.556], [-2.368, -2.092, -0.315], [-1.323, 2.465, -0.385], [-0.108, 1.564, -1.410], [-0.162, 1.680, 1.715], [1.215, 1.906, 0.725], [0.621, -0.742, 1.602]],
  "forces_ev_per_angstrom": [[0.3, 0.1, 0.2], [0.3, 0.0, 0.1], [0.1, -0.4, 0.2], [-0.6, -0.2, -0.2], [0.5, 0.9, 0.1], [0.4, 0.4, -1.0], [0.3, -0.6, -0.5], [-0.3, 0.2, -0.1], [-0.1, -0.1, -0.2], [0.6, 0.0, 0.0], [0.0, 0.3, 0.7], [-0.7, 0.0, 0.2], [-0.6, -0.8, -0.2], [-0.1, 0.2, 0.6]],
  "nbo_charge": [-0.478, 0.288, -0.493, -0.076, -0.454, -0.232, -0.085, 0.211, 0.218, 0.205, 0.193, 0.223, 0.240, 0.241]
}

{
  "formula": "C5H7ClO2",
  "method": "ωB97M-V/def2-TZVPD",
  "de_lowest_kj_mol": 145.32,
  "smiles": "ClC[C@@]12COC[C@@H]1O2",
  "total_charge": 0,
  "e_tot_ev": -21914.2159,
  "lumo_energy_ev": 0.814,
  "symbols": ["Cl", "C", "C", "C", "O", "C", "C", "O", "H", "H", "H", "H", "H", "H", "H"],
  "coordinates": [[2.531, -0.262, -0.164], [1.233, 0.909, -0.100], [-0.078, 0.354, 0.149], [-1.327, 1.234, -0.044], [-2.442, 0.383, -0.079], [-2.004, -0.936, -0.453], [-0.568, -0.986, -0.125], [-0.294, -0.552, 1.157], [1.314, 1.522, -0.997], [1.430, 1.635, 0.707], [-1.411, 1.881, 0.851], [-1.194, 1.794, -0.976], [-2.203, -1.043, -1.547], [-2.633, -1.641, 0.087], [0.029, -1.789, -0.517]],
  "forces_ev_per_angstrom": [[0.4, -0.5, 0.1], [1.3, 1.9, 0.4], [-2.4, 0.3, -1.7], [1.0, 0.4, 0.8], [0.2, -0.4, 0.2], [-1.4, 0.7, -1.0], [0.2, -1.0, -1.2], [0.4, -0.6, 2.8], [-0.4, -0.3, -0.2], [0.3, -0.4, 0.0], [-0.2, 0.1, -0.7], [-0.2, 0.2, 0.1], [0.4, -0.3, 0.6], [0.1, -0.1, 0.1], [0.4, -0.2, -0.1]],
  "nbo_charge": [-0.027, -0.406, 0.151, -0.074, -0.516, -0.097, 0.024, -0.461, 0.232, 0.225, 0.195, 0.168, 0.178, 0.203, 0.205]
}

{
  "formula": "C5H7ClOS",
  "method": "ωB97M-V/def2-TZVPD",
  "de_lowest_kj_mol": 54.92,
  "smiles": "CC(=O)[C@@H](Cl)C(C)=S",
  "total_charge": 0,
  "e_tot_ev": -30702.8060,
  "lumo_energy_ev": -0.589,
  "symbols": ["C", "C", "O", "C", "Cl", "C", "C", "S", "H", "H", "H", "H", "H", "H", "H"],
  "coordinates": [[0.798, -2.313, 0.322], [0.719, -0.793, 0.036], [1.692, -0.081, -0.050], [-0.686, -0.234, -0.334], [-1.826, -0.544, 1.034], [-0.585, 1.256, -0.667], [-0.194, 2.274, 0.350], [-0.961, 1.745, -2.212], [1.871, -2.638, 0.406], [0.458, -2.791, -0.597], [0.162, -2.585, 1.202], [-1.145, -0.829, -1.164], [-1.157, 2.670, 0.803], [0.396, 3.044, -0.195], [0.457, 1.818, 1.064]],
  "forces_ev_per_angstrom": [[0.7, 0.6, 0.2], [0.3, -0.8, -0.4], [-0.6, -0.3, 0.2], [0.0, 0.0, -0.2], [0.2, 0.2, 0.1], [-1.0, 0.1, -2.2], [-0.6, 0.4, -0.5], [0.4, -0.8, 1.5], [-1.1, 0.6, 0.4], [-0.5, -0.2, 0.1], [0.7, 0.1, -0.9], [0.7, 0.8, 0.5], [1.3, -0.2, -0.3], [-0.8, -0.2, 0.6], [0.2, -0.1, 0.9]],
  "nbo_charge": [-0.729, 0.596, -0.514, -0.376, -0.046, -0.015, -0.708, 0.052, 0.245, 0.235, 0.251, 0.267, 0.253, 0.254, 0.233]
}

{
  "formula": "C5H7ClOS",
  "method": "ωB97M-V/def2-TZVPD",
  "de_lowest_kj_mol": 241.88,
  "smiles": "Cl[C@@H]1[C@H]2CSCO[C@H]12",
  "total_charge": 0,
  "e_tot_ev": -30700.8683,
  "lumo_energy_ev": 0.806,
  "symbols": ["Cl", "C", "C", "C", "S", "C", "O", "C", "H", "H", "H", "H", "H", "H", "H"],
  "coordinates": [[-0.240, 0.404, 3.093], [0.164, 0.985, 1.515], [-0.597, 0.478, 0.321], [-0.860, 0.811, -1.103], [-0.039, -0.515, -2.075], [0.481, -1.701, -0.737], [1.238, -1.137, 0.394], [0.845, 0.167, 0.493], [0.300, 2.066, 1.522], [-1.218, -0.341, 0.702], [-0.456, 1.744, -1.440], [-1.903, 0.760, -1.302], [1.189, -2.427, -1.078], [-0.382, -2.171, -0.286], [1.480, 0.877, -0.017]],
  "forces_ev_per_angstrom": [[-0.3, -0.3, 0.4], [-0.6, 1.4, 0.3], [-0.1, -1.4, 0.4], [-0.4, -0.1, 0.3], [0.7, -0.8, 0.1], [0.3, 0.7, 1.2], [-0.3, -0.2, -0.3], [0.4, 0.9, 0.3], [0.8, -0.3, 0.2], [0.2, 0.1, -0.4], [0.3, 0.5, -0.1], [-0.9, 0.2, -0.4], [0.0, -0.5, -1.0], [-0.3, -0.2, -0.2], [0.3, -0.1, -0.7]],
  "nbo_charge": [0.001, -0.212, -0.310, -0.485, 0.150, -0.198, -0.504, 0.076, 0.228, 0.224, 0.225, 0.220, 0.222, 0.185, 0.178]
}

{
  "formula": "C5H7ClS2",
  "method": "ωB97M-V/def2-TZVPD",
  "de_lowest_kj_mol": 138.33,
  "smiles": "CC1=C(Cl)SCCS1",
  "total_charge": 0,
  "e_tot_ev": -39489.6495,
  "lumo_energy_ev": 0.512,
  "symbols": ["C", "C", "C", "Cl", "S", "C", "C", "S", "H", "H", "H", "H", "H", "H", "H"],
  "coordinates": [[1.210, -0.651, -2.109], [0.500, -0.177, -0.891], [0.688, 1.223, -0.381], [1.636, 2.266, -1.333], [-0.251, 1.921, 0.953], [-0.710, 0.527, 1.956], [-1.398, -0.590, 1.219], [-0.323, -1.510, 0.022], [2.033, -0.118, -2.409], [0.448, -0.449, -2.985], [1.587, -1.704, -1.994], [-1.389, 0.775, 2.761], [0.156, -0.003, 2.336], [-1.751, -1.224, 2.016], [-2.435, -0.286, 0.840]],
  "forces_ev_per_angstrom": [[-2.8, -1.5, -1.0], [1.0, 4.6, 3.1], [-1.9, -6.4, -1.4], [0.1, 0.6, 0.1], [0.4, 1.1, -0.3], [0.6, -1.5, -0.7], [-2.1, 0.2, -1.0], [-0.5, 1.5, 0.0], [2.0, 1.7, -0.2], [1.4, -1.2, 1.3], [-0.9, 0.7, -0.4], [0.2, 0.8, 0.2], [0.5, 0.6, 0.6], [0.5, -1.2, 0.1], [1.7, -0.1, -0.4]],
  "nbo_charge": [-0.664, -0.162, -0.303, 0.051, 0.296, -0.568, -0.531, 0.257, 0.234, 0.234, 0.229, 0.246, 0.226, 0.232, 0.223]
}